# 1
6
Properties=species:S:1:pos:R:3:forces:R:3:mulliken_spin:R:1 method="wB97M-V/def2-TZVPD" lumo_energy_ev="-1.369 / -1.399" e_above_lowest_kcal_mol=0.0 spin_multiplicity=2 largest_force_ev_per_a=4.9 total_charge=0
C -0.509 -0.514 -0.028 -0.86 1.10 0.25 0.359
H -0.988 -1.500 0.061 0.54 0.30 -0.16 0.064
Y 1.540 0.836 0.079 2.20 -4.35 -0.40 0.064
O 2.694 -0.808 -0.055 -2.31 3.85 0.31 0.166
H -1.848 1.260 -0.004 0.26 -0.16 -0.10 0.079
C -0.889 0.725 -0.053 0.18 -0.75 0.11 0.268

---

# 2
99
Properties=species:S:1:pos:R:3:forces:R:3:mulliken_charge:R:1 method="wB97M-V/def2-TZVPD" lumo_energy_ev=0.333 e_above_lowest_kcal_mol=55.4 largest_force_ev_per_a=1.6 total_charge=0
H 9.550 -6.330 -4.027 0.20 -0.23 -0.11 0.203
C 11.632 -6.474 -10.895 -0.22 0.19 0.54 -1.008
C 15.161 -7.337 -5.144 -0.56 0.64 0.37 0.492
C 15.194 -10.927 -3.900 0.22 -0.12 -0.11 0.616
H 17.260 -9.056 -6.517 0.13 0.10 -0.19 0.201
O 17.172 -8.303 -11.385 0.00 -0.03 -0.06 -0.506
H 15.150 -12.706 -5.054 -0.03 -0.02 -0.07 0.341
H 15.332 -3.467 -6.388 -0.33 -0.01 -0.11 0.154
H 15.048 -4.216 -7.986 -0.02 -0.11 0.13 -0.385
C 12.131 -5.400 -9.947 0.56 -0.19 -0.15 -0.327
O 16.497 -9.129 -1.527 0.16 0.05 0.04 -0.579
C 15.952 -2.261 -8.080 -0.47 0.02 0.29 -1.279
H 13.368 -3.124 -1.359 0.28 0.03 0.03 0.273
H 15.616 -3.077 -2.447 -0.20 0.10 -0.06 0.419
H 17.997 -7.679 0.257 -0.03 0.00 -0.02 0.286
H 15.432 -6.356 -4.747 0.46 -0.06 -0.23 -0.069
H 15.638 -8.118 -4.553 0.03 0.02 0.05 -0.406
C 19.831 -9.438 -6.515 -0.45 0.17 -0.07 -0.927
H 13.120 -8.921 -2.221 -0.04 0.20 0.38 0.222
H 16.238 -1.491 -7.363 0.27 -0.05 -0.05 0.302
H 12.391 -4.499 -10.507 -0.22 0.12 0.08 0.318
H 12.256 -8.458 -3.659 -0.03 -0.05 0.05 -0.043
H 9.393 -5.155 -5.324 0.08 -0.13 -0.13 0.428
H 19.613 -9.389 -5.448 0.10 -0.23 0.06 0.188
H 9.792 -9.802 -3.757 -0.03 0.07 0.02 0.295
H 20.783 -9.940 -6.676 0.14 0.18 -0.03 0.375
H 14.076 -7.344 -4.989 0.08 -0.45 0.14 -0.073
H 21.186 -5.990 -9.393 -0.05 -0.13 -0.09 0.376
H 18.715 -9.235 -0.131 0.12 -0.04 -0.11 0.315
C 11.053 -9.581 -2.292 0.73 -0.71 -0.23 -0.583
C 14.971 -3.947 -2.604 0.57 0.16 0.08 -0.612
C 17.656 -8.323 -1.774 -0.60 -0.28 0.13 0.364
H 18.610 -9.755 -8.250 0.13 -0.33 -0.15 -0.228
H 11.288 -6.886 -5.734 0.04 0.05 -0.07 0.375
O 17.450 -10.003 -6.579 0.07 -0.40 0.05 -0.311
H 14.746 -9.941 -3.757 -0.38 -0.11 -0.29 -0.318
O 9.827 -9.269 -2.959 0.09 0.08 0.38 -0.503
H 13.634 -11.816 -5.159 -0.03 0.13 0.09 0.376
H 17.291 -7.333 -2.064 0.26 0.09 -0.08 0.148
C 15.733 -3.604 -7.391 0.69 0.11 -0.20 0.808
C 18.508 -8.242 -0.526 -0.04 0.26 -0.05 -1.273
H 16.466 -9.785 -2.232 0.13 -0.02 -0.05 0.389
H 11.405 -7.365 -10.308 0.13 -0.15 -0.15 0.276
H 15.261 -8.118 -9.599 -0.43 0.07 -0.06 -0.141
H 14.960 -8.486 -6.920 0.82 -0.32 0.19 0.275
H 16.706 -6.445 -7.480 0.45 0.16 0.22 -0.072
C 10.079 -5.545 -4.568 -0.37 0.57 0.70 -0.524
O 16.715 -7.327 -7.088 -0.43 -0.34 0.11 -0.182
H 15.014 -1.923 -8.529 0.08 -0.01 -0.12 0.370
H 16.958 -10.863 -4.848 -0.19 0.34 -0.09 0.258
H 10.005 -3.655 -3.941 0.05 0.00 0.00 0.286
H 10.702 -6.159 -11.370 0.09 0.03 -0.19 0.396
O 16.610 -10.711 -3.957 -0.16 -0.40 0.55 -0.628
H 11.396 -10.573 -2.622 -0.03 0.10 -0.07 0.285
H 12.403 -6.684 -11.631 -0.11 -0.16 -0.15 0.223
H 17.559 -5.878 -10.314 -0.11 -0.01 -0.01 0.272
H 19.856 -8.405 -6.867 0.30 -0.01 0.03 0.155
H 16.506 -10.302 -11.253 0.06 0.16 -0.22 0.478
H 20.213 -5.045 -10.566 0.17 -0.15 -0.07 0.315
H 18.972 -6.016 -7.960 -0.09 0.06 0.02 0.174
H 20.539 -4.426 -8.951 -0.05 0.03 -0.09 0.314
H 10.920 -9.712 -1.216 -0.50 0.36 -0.04 0.318
H 17.487 -8.629 -12.230 0.01 0.01 0.00 0.256
C 15.376 -7.512 -6.615 -1.04 -0.08 -1.24 -0.169
C 14.717 -11.705 -5.107 0.18 0.07 -0.24 -1.383
H 11.385 -5.152 -9.194 0.00 0.02 0.05 0.263
C 20.327 -5.334 -9.522 -0.18 0.62 0.34 -1.422
C 15.112 -8.930 -10.318 0.25 0.41 0.60 -0.648
H 17.072 -9.550 -9.771 -0.08 -0.10 0.00 -0.405
C 12.151 -8.570 -2.573 -0.40 0.01 -0.73 -0.138
H 17.462 -4.435 -7.967 -0.49 0.28 -0.31 0.211
O 16.963 -4.285 -7.154 0.06 -0.25 0.45 -0.565
H 15.079 -11.237 -6.025 -0.14 0.02 -0.03 0.279
O 17.869 -5.332 -9.583 0.37 -0.11 0.24 -0.636
H 11.885 -7.584 -2.195 0.26 -0.03 0.25 0.198
O 10.292 -4.496 -3.579 -0.06 -0.17 -0.24 -0.561
C 19.040 -5.987 -9.047 0.21 -0.55 -0.73 0.275
H 14.568 -9.723 -9.805 -0.03 -0.03 -0.06 0.365
H 14.538 -8.553 -11.162 0.01 -0.12 -0.10 0.266
H 14.711 -6.897 -7.240 0.13 0.52 0.52 0.275
H 14.940 -11.525 -3.018 0.31 0.16 0.17 0.429
H 16.712 -2.353 -8.854 -0.02 0.05 -0.07 0.339
H 14.060 -5.436 -9.705 0.11 -0.16 0.10 0.176
H 18.219 -8.754 -2.605 0.05 0.08 -0.03 -0.005
H 15.382 -4.728 -1.962 -0.26 -0.09 0.02 0.213
H 19.041 -7.014 -9.422 -0.14 -0.08 0.26 0.318
H 12.118 -6.157 -4.345 0.01 -0.04 0.01 -0.412
H 19.440 -7.723 -0.766 0.05 -0.08 0.15 0.361
H 18.894 -11.237 -7.268 -0.08 -0.04 -0.17 0.438
H 15.096 -4.258 -3.642 -0.04 -0.08 0.03 -0.145
H 11.786 -5.171 -5.776 0.15 -0.13 -0.08 0.282
C 11.402 -5.975 -5.144 -0.10 0.04 -0.17 -0.058
H 13.116 -3.004 -3.097 0.01 -0.01 0.04 0.268
C 18.704 -10.166 -7.241 -0.18 0.42 0.39 0.075
O 13.318 -5.860 -9.265 -0.31 0.29 -0.12 -0.403
C 16.503 -9.367 -10.686 0.23 -0.17 0.02 0.393
H 11.912 -4.749 -2.623 -0.02 0.19 0.06 0.286
C 13.523 -3.650 -2.307 -0.55 -0.28 -0.07 -0.255
O 12.800 -4.881 -2.263 0.22 0.02 -0.07 -0.445

---

# 3
17
Properties=species:S:1:pos:R:3:forces:R:3:nbo_charge:R:1 method="wB97M-V/def2-TZVPD" lumo_energy_ev=-0.689 e_above_lowest_kcal_mol=178.7 largest_force_ev_per_a=3.1 total_charge=0
H 1.481 1.514 -0.854 -0.42 0.15 0.67 0.103
H -0.821 -2.667 0.094 0.12 0.13 0.11 0.209
C -0.306 -1.741 0.390 -0.37 -0.62 0.25 -0.155
H 0.903 2.066 1.485 0.00 0.15 0.13 0.481
O 0.515 1.208 1.290 -2.47 -0.03 -0.79 -0.945
H -1.965 1.633 -0.591 0.21 -0.12 0.09 0.239
O 2.828 0.563 0.330 -2.12 0.06 -0.30 -0.629
C -0.489 -0.610 -0.582 -0.47 1.30 0.75 0.556
O -1.464 -0.186 -1.353 -0.15 -1.26 -1.05 -0.459
O 1.099 -1.755 0.075 -0.30 -0.08 -0.09 -0.474
C -1.798 0.624 -0.207 0.14 0.99 1.15 -0.404
C 0.986 -0.590 -0.750 0.07 1.00 0.84 -0.073
C 1.678 0.681 -0.133 2.86 -0.24 -1.11 0.443
H -2.673 0.224 0.311 0.23 -0.06 -0.11 0.202
H 1.370 -0.712 -1.774 -0.08 0.04 0.26 0.229
H -0.854 1.252 0.822 2.72 -1.39 -0.46 0.446
H -0.490 -1.504 1.447 0.02 -0.02 -0.33 0.230